1.
Formula: C33H32CoIN4O4PS2
Source: OMol25
Level of theory: wB97M-V/def2-TZVPD

ORCA input file:
```
! wB97M-V def2-TZVPD RIJCOSX def2/J DEFGRID3
* xyz 1 5
Co 0.37 -1.05 -0.34
I 1.37 -3.49 -1.09
C 2.59 -2.50 -2.50
C 3.35 -3.25 -3.34
C 4.23 -2.59 -4.22
C 4.32 -1.23 -4.20
C 3.51 -0.45 -3.35
C 3.59 0.97 -3.36
C 2.74 1.71 -2.59
C 1.78 1.07 -1.77
C 1.69 -0.30 -1.66
C 2.58 -1.08 -2.47
H 3.28 -4.34 -3.34
H 4.83 -3.18 -4.90
H 5.02 -0.73 -4.87
H 4.32 1.44 -4.00
H 2.78 2.79 -2.61
H 1.08 1.69 -1.22
O -3.86 -0.40 3.68
C -3.75 -1.69 3.42
O -4.34 -2.54 4.04
C -2.82 -2.09 2.32
C -2.61 -3.41 1.97
N -1.69 -3.41 1.00
N -1.28 -2.18 0.68
C -1.97 -1.36 1.46
C -1.68 0.11 1.31
O -2.18 0.91 2.10
O -0.86 0.38 0.37
H -3.28 0.16 3.09
H -3.07 -4.30 2.36
H -1.33 -4.21 0.50
S 0.58 4.90 -2.03
P 0.08 5.18 -0.13
S -0.38 3.32 0.42
C 1.48 5.87 0.79
C 1.83 7.20 0.58
C 2.96 7.73 1.18
C 3.75 6.92 1.99
C 3.42 5.59 2.18
C 2.28 5.06 1.58
C -1.30 6.30 0.12
C -1.97 6.86 -0.95
C -3.09 7.65 -0.72
C -3.53 7.86 0.58
C -2.86 7.28 1.65
C -1.74 6.50 1.43
H 1.21 7.83 -0.06
H 3.23 8.76 1.02
H 4.64 7.33 2.46
H 4.05 4.96 2.80
H 2.01 4.02 1.71
H -1.63 6.68 -1.96
H -3.62 8.10 -1.55
H -4.40 8.48 0.76
H -3.21 7.44 2.67
H -1.23 6.03 2.25
C 2.19 0.97 3.49
C 1.25 0.59 2.32
N 1.74 -0.61 1.63
C 3.13 -0.39 1.17
C 4.07 -0.19 2.39
N 3.21 -0.14 3.63
C 2.51 -1.46 3.83
C 1.70 -1.76 2.55
H 1.66 1.06 4.43
H 2.73 1.89 3.31
H 1.17 1.41 1.60
H 0.25 0.41 2.70
H 3.13 0.48 0.52
H 3.45 -1.24 0.58
H 4.62 0.74 2.33
H 4.77 -1.01 2.51
H 3.80 0.05 4.43
H 1.88 -1.37 4.71
H 3.28 -2.21 4.02
H 0.66 -1.97 2.80
H 2.11 -2.63 2.03
*
```

Values from the calculation:
HOMO level (alpha / beta) ... -10.40 / -10.37 eV


2.
Formula: C33H32FN2O4TeZn
Source: OMol25
Level of theory: wB97M-V/def2-TZVPD

ORCA input file:
```
! wB97M-V def2-TZVPD RIJCOSX def2/J DEFGRID3
* xyz -1 1
Zn -16.16 1.10 17.59
O -18.23 4.39 18.37
C -17.69 3.47 17.80
O -17.67 2.16 18.21
C -16.88 3.60 16.57
C -16.92 4.64 15.64
C -16.07 4.63 14.52
C -15.20 3.63 14.25
C -15.22 2.56 15.13
N -16.03 2.60 16.25
C -14.51 1.18 14.89
O -13.99 1.05 13.74
O -14.52 0.45 15.89
H -17.49 5.52 15.81
H -16.08 5.48 13.83
H -14.55 3.58 13.40
C -15.35 2.98 20.33
C -14.25 1.92 20.25
C -12.97 2.58 20.98
C -14.58 0.51 20.69
C -14.15 -0.05 21.89
C -14.89 -1.06 22.48
C -15.97 -1.62 21.86
C -16.25 -1.35 20.51
C -17.49 -1.87 19.88
C -17.80 -3.25 20.46
C -18.78 -1.00 20.13
C -15.45 -0.34 19.89
N -15.42 -0.32 18.50
C -14.99 -1.43 17.77
C -13.81 -2.08 18.08
C -13.23 -3.02 17.19
C -13.94 -3.48 16.11
C -15.25 -2.94 15.87
C -15.72 -1.91 16.63
F -16.81 -1.23 16.26
H -15.36 3.72 19.49
H -15.29 3.62 21.26
H -16.40 2.59 20.37
H -13.89 1.92 19.21
H -13.27 2.86 22.01
H -12.81 3.53 20.46
H -12.05 1.95 20.92
H -13.32 0.45 22.42
H -14.67 -1.55 23.44
H -16.57 -2.41 22.44
H -17.34 -1.93 18.80
H -18.39 -3.12 21.35
H -16.92 -3.88 20.61
H -18.51 -3.74 19.75
H -18.93 -0.75 21.20
H -19.66 -1.48 19.63
H -18.56 -0.06 19.57
H -13.22 -1.78 18.95
H -12.26 -3.39 17.40
H -13.48 -4.24 15.41
H -15.87 -3.27 15.02
C -13.86 0.33 10.48
Te -13.06 -0.97 12.16
C -12.19 -2.10 10.49
C -12.53 -1.39 9.26
C -12.03 -1.88 8.08
C -12.41 -1.37 6.84
C -13.24 -0.19 6.82
C -13.61 0.41 8.00
C -13.30 -0.22 9.23
H -13.60 1.32 10.78
H -14.97 0.17 10.66
H -12.63 -3.13 10.52
H -11.10 -2.16 10.64
H -11.25 -2.69 8.16
H -12.11 -1.91 5.94
H -13.45 0.38 5.96
H -14.18 1.35 8.02
*
```

Values from the calculation:
HOMO level ... -4.65 eV
ΔE to the lowest compared entry with this formula, charge and spin ... 40.0 kcal per mole


3.
Formula: C33H33Cl2N6O16SSc
Source: OMol25
Level of theory: wB97M-V/def2-TZVPD

ORCA input file:
```
! wB97M-V def2-TZVPD RIJCOSX def2/J DEFGRID3
* xyz -2 1
Sc 16.95 10.39 13.33
O 13.99 4.80 14.72
C 14.67 5.99 14.33
C 14.20 6.88 13.34
C 14.84 8.04 13.10
N 15.92 8.34 13.79
C 16.42 7.53 14.69
C 15.87 6.30 14.97
C 17.52 8.19 15.58
O 17.88 7.57 16.60
O 17.83 9.39 15.17
C 14.37 9.15 12.06
O 13.28 9.01 11.45
O 15.08 10.21 12.05
H 13.38 4.51 14.03
H 13.21 6.61 12.95
H 16.35 5.75 15.78
C 8.70 15.39 12.05
C 10.01 14.61 11.80
S 9.89 13.39 10.54
O 10.24 14.08 9.33
O 8.62 12.68 10.69
C 11.05 12.17 11.09
C 12.61 12.41 11.18
N 13.01 13.41 12.20
C 12.95 13.08 13.53
N 13.48 14.02 14.32
C 13.91 14.96 13.44
C 13.70 14.61 12.13
N 13.92 15.30 10.92
O 14.77 16.19 10.89
O 13.17 15.03 9.99
C 12.44 11.71 14.06
H 8.96 16.20 12.67
H 7.95 14.78 12.63
H 8.20 15.73 11.12
H 10.33 13.99 12.66
H 10.84 15.23 11.47
H 10.88 11.32 10.38
H 10.71 11.94 12.09
H 12.99 12.66 10.18
H 13.06 11.41 11.42
H 14.54 15.78 13.73
H 13.09 10.91 13.67
H 11.50 11.33 13.69
H 12.70 11.63 15.14
C 15.64 10.60 17.18
C 15.81 11.45 15.89
N 16.39 12.64 15.95
O 15.41 10.98 14.79
H 16.51 9.94 17.33
H 14.85 9.91 16.94
H 15.42 11.25 18.03
H 16.74 12.95 16.86
H 16.57 13.09 15.01
Cl 18.60 15.80 11.71
C 17.94 14.13 11.38
C 17.15 13.58 12.58
O 17.12 14.27 13.60
O 16.64 12.45 12.41
H 18.90 13.67 11.17
H 17.34 14.11 10.47
Cl 20.63 12.21 7.44
C 19.97 11.29 8.76
C 18.85 10.54 8.47
C 18.26 9.70 9.42
C 18.69 9.67 10.77
C 18.04 9.00 11.88
C 19.82 10.45 10.96
C 20.47 11.26 10.05
H 18.50 10.60 7.42
H 17.45 9.10 9.08
H 18.64 8.44 12.52
H 17.18 8.48 11.46
H 20.15 10.36 11.97
H 21.39 11.78 10.40
O 20.23 13.07 13.23
C 19.44 12.60 14.03
O 18.62 11.64 13.83
C 19.41 13.11 15.45
C 19.32 12.34 16.61
C 19.25 12.94 17.85
C 19.20 14.31 17.94
C 19.30 15.11 16.78
C 19.40 14.54 15.54
N 19.13 14.88 19.29
O 18.82 16.00 19.54
O 19.44 14.09 20.20
H 19.21 11.26 16.55
H 19.20 12.33 18.80
H 19.16 16.13 16.87
H 19.41 15.07 14.60
*
```

Values from the calculation:
HOMO level ... -2.53 eV
ΔE to the lowest compared entry with this formula, charge and spin ... 0.0 kcal per mole


Q: Which total energy values were calculated for the entries above? A: -4614.713904, -3834.470254, -4889.201902, in Eh.